Entry 1
Below is a cluster of 3 separate species, CH4NOP in total, with properties calculated with wB97M-V/def2-TZVPD.

Structure (ORCA input):
```
! wB97M-V def2-TZVPD RIJCOSX def2/J DEFGRID3
* xyz 0 1
C -0.17622 1.00884 -0.04387
N -1.15952 1.62968 -0.39460
O 1.94927 -0.43473 -0.42655
P 1.62882 0.86989 0.12628
H -0.43047 -1.16650 -0.67483
H -2.08410 1.49756 -0.41931
H 0.42084 -1.39158 -0.71577
H 1.22586 0.80394 1.55796
*
```

Results
- Orbital gap (alpha / beta): 8.30 / 8.30 eV
- E_HOMO (alpha / beta): -0.3296 / -0.3296 Eh

Atom charges from the Mulliken analysis, given in e for atoms 1 to 6: 0.2083, -0.2573, -0.5442, 0.2557, -0.0350, 0.2859

Entry 2
Below is an isolated molecule of CH4NOP, with properties calculated with wB97M-V/def2-TZVPD.

Structure (ORCA input):
```
! wB97M-V def2-TZVPD RIJCOSX def2/J DEFGRID3
* xyz 0 1
H -2.85582 1.34397 -0.12385
P -2.45002 0.06335 0.03089
N -0.83723 0.36910 -0.00813
O -0.08843 -0.75330 -0.12150
C 1.28440 -0.26014 0.05570
H 1.62171 0.34567 -0.74078
H 1.79799 -1.12674 -0.23429
H 1.52739 0.01807 1.14196
*
```

Results
- Orbital gap: 8.98 eV
- E_HOMO: -0.3367 Eh

Atom charges from the Mulliken analysis, given in e for atoms 1 to 6: 0.0656, 0.0181, -0.2420, -0.1343, -0.4921, 0.2714

Tell me which of them is the least stable. Sure, it is entry 1.

Entry 1
Below is a structure of composition C2H2BrF3O, with properties calculated with wB97M-V/def2-TZVPD.

Structure (ORCA input):
```
! wB97M-V def2-TZVPD RIJCOSX def2/J DEFGRID3
* xyz 0 1
C -0.45389 0.15401 -0.25396
C -0.25488 1.71272 -0.01774
O 0.49666 -0.54454 0.31340
F -1.07622 2.40100 -0.79266
F -0.53325 1.91938 1.27115
F 0.97865 2.22777 -0.26346
Br -2.44093 -0.19380 0.27786
H -0.77117 0.02967 -1.60940
H 0.76890 -1.41667 -0.12203
*
```

Results
- Orbital gap: 10.44 eV
- E_HOMO: -0.3785 Eh

Atom charges from the Mulliken analysis, given in e for atoms 1 to 6: -0.1972, 0.7556, -0.4501, -0.2198, -0.2106, -0.2549

Entry 2
Below is a cluster of 2 separate species, C2H2BrF3O in total, with properties calculated with wB97M-V/def2-TZVPD.

Structure (ORCA input):
```
! wB97M-V def2-TZVPD RIJCOSX def2/J DEFGRID3
* xyz 0 1
O 0.24061 1.71016 -0.63243
C 0.52261 0.58351 -0.92362
C 1.18920 -0.32279 0.13414
F 2.07266 0.30274 0.86680
F 0.16661 -0.67655 0.95406
F 1.66861 -1.49741 -0.36214
H 0.06439 0.26605 -1.83611
Br -2.91839 -0.51114 0.22088
H -3.00629 0.14544 1.57842
*
```

Results
- Orbital gap: 11.03 eV
- E_HOMO: -0.4041 Eh

Atom charges from the Mulliken analysis, given in e for atoms 1 to 6: -0.3756, -0.2189, 0.8371, -0.2020, -0.2074, -0.2536

Tell me which of them is the least stable. Sure, it is entry 1.

Entry 1
Below is an isolated molecule of C3H6S2, with properties calculated with wB97M-V/def2-TZVPD.

Structure (ORCA input):
```
! wB97M-V def2-TZVPD RIJCOSX def2/J DEFGRID3
* xyz 0 1
C 0.95404 0.24830 0.22377
C -0.48480 -0.10616 -0.11351
S -0.53448 -1.92829 -0.41760
C -1.66959 0.41363 0.57023
S -1.72023 1.81882 1.42864
H 1.16261 1.43869 0.22370
H 1.46280 -0.08560 -0.72708
H 1.32222 -0.18891 1.19119
H -0.87692 0.27656 -1.26036
H -0.04512 -1.79737 -1.61766
H -2.67776 -0.10629 0.51675
*
```

Results
- Orbital gap (alpha / beta): 8.39 / 8.38 eV
- E_HOMO (alpha / beta): -0.3234 / -0.3234 Eh

Atom charges from the Mulliken analysis, given in e for atoms 1 to 6: -0.8748, 0.1103, -0.1566, -0.4383, -0.1973, 0.2843

Entry 2
Below is an isolated molecule of C3H6S2, with properties calculated with wB97M-V/def2-TZVPD.

Structure (ORCA input):
```
! wB97M-V def2-TZVPD RIJCOSX def2/J DEFGRID3
* xyz 0 1
C 0.79396 0.07769 1.39685
C -0.09778 0.53481 0.26174
C -0.39903 -0.50068 -0.86894
S -0.03619 -2.09032 -0.84112
S -1.05146 0.46329 -2.12190
H 1.16682 0.82678 2.04948
H 0.28999 -0.83782 1.83360
H 1.65838 -0.30879 0.95902
H -1.10128 0.90666 0.59527
H 0.30433 1.35667 -0.29031
H -1.52774 -0.42829 -2.97369
*
```

Results
- Orbital gap: 8.62 eV
- E_HOMO: -0.3213 Eh

Atom charges from the Mulliken analysis, given in e for atoms 1 to 6: -1.2539, -0.5371, 0.2965, -0.2231, -0.2009, 0.3788

Tell me which of them is the least stable. Sure, it is entry 1.

Entry 1
Below is an isolated molecule of C3H6S2, with properties calculated with wB97M-V/def2-TZVPD.

Structure (ORCA input):
```
! wB97M-V def2-TZVPD RIJCOSX def2/J DEFGRID3
* xyz 0 1
C -0.96202 -1.02483 0.08519
C -0.01337 0.10253 0.37154
S -0.62111 1.82756 0.50943
C 1.38032 0.17505 -0.09457
S 2.13817 -0.65425 -1.25879
H -1.28172 -0.90316 -1.07692
H -2.07863 -1.27895 0.19523
H -0.35561 -1.97239 -0.11174
H 0.28620 0.02349 1.57550
H -0.10060 2.68545 -0.83710
H 1.60837 1.01949 0.64222
*
```

Results
- Orbital gap: 8.56 eV
- E_HOMO: -0.3283 Eh

Atom charges from the Mulliken analysis, given in e for atoms 1 to 6: -1.0412, 0.3042, -0.2126, -0.4197, -0.2472, 0.2558

Entry 2
Below is an isolated molecule of C3H6S2, with properties calculated with wB97M-V/def2-TZVPD.

Structure (ORCA input):
```
! wB97M-V def2-TZVPD RIJCOSX def2/J DEFGRID3
* xyz 0 1
C -0.28417 1.25402 -1.48512
C -0.05679 0.44053 -0.25480
C 1.16500 -0.42220 -0.07472
S -1.43882 0.48019 0.88497
S -1.78560 -1.36856 1.52099
H -1.19771 1.83168 -1.31971
H 0.41125 1.41801 -2.30346
H 2.11998 -0.05039 -0.24302
H 1.12489 -0.69099 1.11290
H 1.02123 -1.45785 -0.56845
H -1.07927 -1.43444 2.73041
*
```

Results
- Orbital gap: 9.00 eV
- E_HOMO: -0.3113 Eh

Atom charges from the Mulliken analysis, given in e for atoms 1 to 6: -0.8421, 0.5563, -0.9459, -0.0935, -0.2030, 0.2276

Tell me which of them is the least stable. Sure, it is entry 1.

Entry 1
Below is a cluster of 2 separate species, C3HF3O in total, with properties calculated with wB97M-V/def2-TZVPD.

Structure (ORCA input):
```
! wB97M-V def2-TZVPD RIJCOSX def2/J DEFGRID3
* xyz 0 1
O 1.76150 -1.15897 -0.31163
C 2.67877 -0.52765 -0.58204
F 3.61351 -0.25106 0.32188
F 3.08516 -0.13939 -1.74857
C -0.11780 1.05265 0.19369
C 0.41727 2.01562 0.64432
F 0.84464 2.91618 1.39857
H -0.36637 0.23980 -0.35987
*
```

Results
- Orbital gap: 11.21 eV
- E_HOMO: -0.3910 Eh

Atom charges from the Mulliken analysis, given in e for atoms 1 to 6: -0.3238, 0.6423, -0.1726, -0.1563, -0.3101, 0.1078

Entry 2
Below is an isolated molecule of C3HF3O, with properties calculated with wB97M-V/def2-TZVPD.

Structure (ORCA input):
```
! wB97M-V def2-TZVPD RIJCOSX def2/J DEFGRID3
* xyz 0 1
F -0.74166 2.20212 -0.84505
C -0.37063 1.04768 -0.42686
C -0.54806 -0.26487 -0.48565
F -1.36991 -1.04309 -1.16793
C 0.50381 -0.53839 0.57105
F 1.57598 -1.23317 0.13596
O 0.78283 0.83420 0.71239
H 0.16765 -1.00449 1.50610
*
```

Results
- Orbital gap: 10.81 eV
- E_HOMO: -0.3717 Eh

Atom charges from the Mulliken analysis, given in e for atoms 1 to 6: -0.2080, 0.2592, 0.1767, -0.2729, 0.4399, -0.2435

Tell me which of them is the least stable. Sure, it is entry 2.

Entry 1
Below is a cluster of 2 separate species, CH4FNP2 in total, with properties calculated with wB97M-V/def2-TZVPD.

Structure (ORCA input):
```
! wB97M-V def2-TZVPD RIJCOSX def2/J DEFGRID3
* xyz 0 1
C -2.00887 -0.57801 0.24146
N -1.30245 0.51467 0.02330
F -3.33231 -0.97066 -0.17972
P 1.54458 0.73570 -0.18310
P 3.25121 -0.26494 -0.00509
H -1.59244 1.25872 -0.63019
H 1.89453 1.13491 1.15561
H -1.45736 -1.11328 0.94593
H 3.00311 -0.71711 -1.36820
*
```

Results
- Orbital gap: 8.83 eV
- E_HOMO: -0.3413 Eh

Atom charges from the Mulliken analysis, given in e for atoms 1 to 6: 0.0895, -0.4103, -0.2283, 0.0132, -0.0501, 0.2176

Entry 2
Below is an isolated molecule of CH4FNP2, with properties calculated with wB97M-V/def2-TZVPD.

Structure (ORCA input):
```
! wB97M-V def2-TZVPD RIJCOSX def2/J DEFGRID3
* xyz 0 1
H 1.36161 -1.41625 1.00888
N 1.70266 -0.49508 0.82136
C 1.14775 -0.04893 -0.19439
F 1.74513 0.97388 -0.77163
P -0.43734 -0.62802 -0.92635
P -1.89242 0.54370 0.31497
H -0.45246 -1.69500 -0.12805
H -0.86804 1.44128 0.62147
H -2.30690 1.32442 -0.74625
*
```

Results
- Orbital gap: 9.80 eV
- E_HOMO: -0.3457 Eh

Atom charges from the Mulliken analysis, given in e for atoms 1 to 6: 0.2694, -0.5563, 0.4292, -0.2481, 0.0415, -0.0863

Tell me which of them is the least stable. Sure, it is entry 1.